Entry 1:
Computed, not measured: a 3-piece molecular cluster, C5H8O overall, with ωB97M-V/def2-TZVPD.

Properties
- SMILES: C#C.C=C.C=O
- E_LUMO: 0.72 eV
- HOMO: -0.3485 Ha
- E: -7357.3618 eV
- Energy above the lowest of the compared OMol25 structures with the same formula, charge and spin: 112.8 kcal per mole
- Frontier orbital gap: 10.20 eV
- Total charge: 0

Element x y z (Å)
C 1.62048 -0.43835 -0.97086
C 1.27975 -1.51565 -0.27887
C -1.12899 -0.91889 0.91449
C -1.80381 0.07247 1.05907
C -0.62609 1.98478 -0.13795
O 0.49491 1.78985 -0.52998
H 2.17284 0.37263 -0.51971
H 1.35890 -0.32793 -2.02200
H 0.74958 -2.34352 -0.74180
H 1.55821 -1.62889 0.76876
H -0.71913 -1.89300 0.94690
H -2.61219 0.67016 1.40252
H -0.82642 2.41625 0.86263
H -1.51803 1.76010 -0.75318

=====

Entry 2:
Computed, not measured: one molecule with the formula C6H9N, with ωB97M-V/def2-TZVPD.

Properties
- SMILES: CC1(N)C=CC=C1
- E_LUMO: 0.97 eV
- HOMO: -0.3124 Ha
- E: -7856.8606 eV
- Energy above the lowest of the compared OMol25 structures with the same formula, charge and spin: 30.0 kcal per mole
- Frontier orbital gap: 9.48 eV
- Total charge: 0

Element x y z (Å)
C 0.25118 -0.27399 1.66879
C 0.34955 -0.30581 0.12959
C 0.62559 1.11721 -0.35782
C -0.46725 1.60500 -0.98768
C -1.44593 0.51217 -1.13313
C -1.01296 -0.57633 -0.51316
H 0.06816 -1.28558 2.12640
H 1.21130 0.12610 2.07451
H -0.57380 0.34779 2.01610
H 1.07472 -2.19315 -0.00434
H 1.58437 -1.20385 -1.22407
H 1.48828 1.64683 -0.04757
H -0.68206 2.61808 -1.34336
H -2.37455 0.66280 -1.71824
H -1.49650 -1.54596 -0.44327
N 1.39989 -1.25132 -0.24274

=====

Entry 3:
Computed, not measured: C29H30N3RuSSb as an isolated structure, with ωB97M-V/def2-TZVPD.

Properties
- E_LUMO (spin up / spin down): 0.37 / -1.15 eV
- HOMO (spin up / spin down): -0.2086 / -0.2457 Ha
- E: -54980.8682 eV
- ⟨S²⟩: 6.04
- Energy above the lowest of the compared OMol25 structures with the same formula, charge and spin: 16.5 kcal per mole
- Frontier orbital gap (spin up / spin down): 6.05 / 5.53 eV
- Multiplicity: 5
- Total charge: 0

Element x y z (Å)
Ru 0.14380 0.22920 -0.65410
C 3.69490 -1.67860 0.81260
C 3.34020 -1.21320 -0.56240
C 4.10300 -1.52090 -1.68000
C 3.65160 -1.16070 -2.94110
C 2.42200 -0.53330 -3.07080
C 1.78220 -0.12700 -1.90430
N 2.25920 -0.44820 -0.70370
Sb 0.54420 2.75870 -2.53820
C 0.83380 3.15640 -0.42720
C 1.19040 4.38730 0.10060
C 1.35910 4.51040 1.47010
C 1.13780 3.39610 2.27510
C 0.77690 2.19820 1.68490
C 0.52480 0.94770 2.47130
N 0.64040 2.09300 0.35790
C -1.44270 1.88580 -2.20750
C -2.43750 2.19250 -3.11750
C -3.72000 1.71530 -2.90080
C -3.96560 0.98160 -1.74520
C -2.93040 0.70080 -0.87350
C -3.14610 -0.04750 0.40710
N -1.67920 1.12780 -1.12280
H 4.24190 -2.61700 0.76960
H 2.78260 -1.82510 1.38700
H 4.30690 -0.93130 1.31830
H 5.03390 -2.04920 -1.55100
H 4.25180 -1.37470 -3.81370
H 1.99100 -0.33770 -4.04190
H 1.35240 5.22670 -0.55850
H 1.66000 5.44810 1.91360
H 1.25750 3.44990 3.34690
H -0.06190 1.15510 3.36400
H 1.47220 0.49880 2.77050
H -0.02150 0.23360 1.82890
H -2.19900 2.79520 -3.98440
H -4.50970 1.91740 -3.60730
H -4.95880 0.62510 -1.52570
H -4.12900 -0.51030 0.42340
H -3.07070 0.63960 1.25420
H -2.38600 -0.82780 0.52180
S -1.23570 -2.03980 -2.27510
C -0.46740 -1.74840 -0.82020
C -0.44540 -4.27580 1.91900
C -0.10770 -3.99130 0.45010
C -1.12660 -4.71120 -0.43860
C -0.10060 -2.48550 0.23980
C 1.29040 -4.47400 0.07620
C 2.07070 -5.27780 0.89820
C 3.32380 -5.69970 0.48730
C 3.82330 -5.32210 -0.74470
C 3.05970 -4.51300 -1.56860
C 1.81090 -4.09100 -1.15810
H -1.42730 -3.86930 2.15390
H 0.28070 -3.82020 2.59090
H -0.46400 -5.34960 2.09160
H -2.13810 -4.39680 -0.18750
H -1.04500 -5.78610 -0.29130
H -0.95010 -4.49620 -1.48900
H 0.40810 -1.96200 1.05730
H 1.71240 -5.60150 1.86320
H 3.90540 -6.34150 1.13320
H 4.79550 -5.66330 -1.06820
H 3.43170 -4.21240 -2.53810
H 1.23100 -3.44880 -1.80580

=====

Entry 4:
Computed, not measured: C6H12F8Na4O8P2 as an isolated structure, with ωB97M-V/def2-TZVPD.

Properties
- E_LUMO (spin up / spin down): -9.95 / -14.66 eV
- HOMO (spin up / spin down): -0.6368 / -0.6368 Ha
- E: -80765.1696 eV
- ⟨S²⟩: 0.76
- Frontier orbital gap (spin up / spin down): 7.38 / 2.67 eV
- Multiplicity: 2
- Total charge: +3

Element x y z (Å)
Na 20.66829 -3.78403 17.81330
Na 16.63578 -1.29283 21.02188
Na 17.16522 1.77791 15.56848
Na 14.77550 -1.60469 15.04216
P 19.65349 -2.51036 21.39121
F 19.04400 -0.98770 21.07380
F 20.01194 -2.76898 19.79340
F 21.14297 -1.83437 21.72991
F 20.06666 -4.03994 21.68323
F 19.35042 -2.22345 22.97733
F 18.06451 -2.99291 21.17058
O 18.81534 -2.62233 17.10476
P 17.73631 -1.58237 17.10332
O 17.86291 -0.17869 16.60103
F 17.07347 -1.58449 18.61011
F 16.58821 -2.25446 16.18554
C 20.67319 4.39999 13.99221
O 21.23003 3.09104 14.00662
C 20.46019 1.96574 14.16299
O 19.21412 1.97066 13.96707
O 21.20832 0.99078 14.68321
C 20.78645 -0.25438 15.23422
H 21.54309 5.03401 13.82080
H 20.16469 4.58338 14.93873
H 20.04713 4.59186 13.12081
H 21.62299 -0.94982 15.30254
H 20.07253 -0.67014 14.52320
H 20.25668 -0.08935 16.17241
C 16.71789 -9.16271 13.25677
O 16.44879 -8.59895 14.54578
C 16.56305 -7.31168 14.76117
O 17.18965 -6.54569 14.07027
O 15.85651 -6.97028 15.83815
C 15.70095 -5.58371 16.25202
H 17.71926 -9.40501 12.90089
H 16.18853 -8.53078 12.54365
H 16.28443 -10.15870 13.16596
H 15.26755 -4.89747 15.52446
H 16.68562 -5.21074 16.53384
H 15.16119 -5.71584 17.18973

=====

Entry 5:
Computed, not measured: C10H7IN2O3STl as an isolated structure, with ωB97M-V/def2-TZVPD.

Properties
- E_LUMO: -15.18 eV
- HOMO: -0.7315 Ha
- E: -43202.1196 eV
- Frontier orbital gap: 4.73 eV
- Total charge: +3

Element x y z (Å)
C 3.79164 -1.13583 0.57422
C 2.78072 -0.39216 -0.33072
O 2.80317 -0.55049 -1.50673
O 1.80088 0.44442 0.33271
C 1.36326 1.48511 -0.40980
O 2.16393 2.22851 -0.95915
C -0.12707 1.83017 -0.56545
C -1.09923 0.68402 -0.29048
C -1.10748 -0.47598 -1.00863
C -2.06203 -1.59390 -0.79243
C -3.04008 -1.49128 0.18203
N -4.02967 -2.36150 0.53243
S -4.86495 -1.68444 1.70561
N -4.03851 -0.22826 1.89953
C -3.10384 -0.30323 1.00316
C -2.13456 0.79518 0.77352
I -2.34399 2.45175 1.97858
H 3.49827 -2.19504 0.52544
H 4.77306 -1.02657 0.09612
H 3.74458 -0.74112 1.59666
H -0.26154 2.11400 -1.62763
H -0.32497 2.74195 0.01546
H -0.38541 -0.62417 -1.82133
H -2.03690 -2.50499 -1.40918
Tl 4.24069 2.53388 -0.49394

=====

Entry 6:
Computed, not measured: a 2-piece molecular cluster, C3H2Cl2N2 overall, with ωB97M-V/def2-TZVPD.

Properties
- E_LUMO: -0.07 eV
- HOMO: -0.3586 Ha
- E: -31165.7979 eV
- Energy above the lowest of the compared OMol25 structures with the same formula, charge and spin: 61.0 kcal per mole
- Frontier orbital gap: 9.69 eV
- Total charge: 0

Element x y z (Å)
C -0.16969 -0.67764 -1.67417
C 0.28204 -0.15932 1.03142
C -0.58583 0.35727 -0.81863
N 0.18740 -1.54470 -2.33593
N 0.45633 0.80817 1.74788
Cl 0.55615 -1.82125 1.08120
Cl 0.03193 1.94137 -1.16139
H -1.63251 0.36066 -0.53988
H 0.87417 0.73544 2.66951